Below is a cluster of 9 separate species, C53H122N6O9 in total in a non-equilibrium geometry, with properties calculated with ωB97M-V/def2-TZVPD.

```
! wB97M-V def2-TZVPD RIJCOSX def2/J DEFGRID3
* xyz 0 1
C 0.67 -2.06 5.25
C -0.68 -2.08 4.59
C -1.22 -0.65 4.42
O -0.51 -2.84 3.36
H 1.34 -1.31 4.83
H 1.05 -3.10 5.18
H 0.57 -1.88 6.35
H -1.43 -2.66 5.18
H -2.23 -0.63 3.96
H -0.53 -0.16 3.71
H -1.19 -0.10 5.36
H -0.15 -2.18 2.71
C 1.33 -4.70 -3.03
C 1.84 -3.26 -3.09
C 3.19 -3.13 -2.35
O 1.90 -2.94 -4.45
H 1.98 -5.30 -3.68
H 0.35 -4.78 -3.48
H 1.35 -5.10 -2.00
H 1.10 -2.61 -2.63
H 3.89 -3.92 -2.56
H 2.92 -3.15 -1.29
H 3.60 -2.20 -2.72
H 2.38 -3.65 -4.87
C -0.41 -2.75 -0.42
C 0.14 -1.35 -0.14
C -0.92 -0.24 -0.08
O 0.75 -1.26 1.20
H 0.33 -3.55 -0.59
H -1.07 -2.73 -1.27
H -1.06 -2.99 0.42
H 0.91 -1.07 -0.86
H -0.50 0.75 0.07
H -1.55 -0.46 0.80
H -1.55 -0.15 -0.97
H 1.66 -1.63 1.18
C -4.99 -0.09 -1.65
C -5.51 -1.35 -2.41
C -6.32 -0.93 -3.62
C -5.47 -0.48 -4.78
C -4.56 -1.60 -5.20
C -3.65 -2.01 -4.05
N -4.51 -2.30 -2.89
O -3.76 -2.91 -1.83
C -2.97 -3.33 -4.47
C -2.54 -1.00 -3.76
C -6.43 -2.08 -1.47
H -5.85 0.33 -1.10
H -4.73 0.78 -2.28
H -4.19 -0.20 -0.92
H -6.97 -1.78 -3.85
H -7.02 -0.13 -3.25
H -4.95 0.45 -4.49
H -6.16 -0.09 -5.52
H -3.96 -1.30 -6.06
H -5.11 -2.45 -5.59
H -2.29 -3.64 -3.67
H -3.74 -4.08 -4.71
H -2.35 -3.13 -5.33
H -1.81 -0.93 -4.54
H -2.90 0.00 -3.66
H -1.99 -1.25 -2.85
H -5.97 -2.29 -0.51
H -6.89 -2.97 -1.89
H -7.23 -1.37 -1.26
H -3.36 -2.16 -1.37
C 2.90 0.90 -3.22
C 1.56 1.46 -3.76
C 1.81 2.86 -4.29
C 2.52 2.87 -5.57
C 1.70 2.09 -6.57
C 1.46 0.61 -6.11
N 0.87 0.69 -4.81
O 0.64 -0.59 -4.33
C 0.43 0.02 -7.07
C 2.78 -0.13 -6.32
C 0.53 1.62 -2.63
H 3.77 1.11 -3.88
H 2.91 -0.17 -3.04
H 3.17 1.43 -2.29
H 0.80 3.25 -4.48
H 2.22 3.55 -3.56
H 3.55 2.50 -5.50
H 2.60 3.94 -5.84
H 2.25 1.96 -7.49
H 0.76 2.57 -6.85
H -0.49 0.51 -6.88
H 0.76 0.18 -8.13
H 0.27 -1.04 -6.90
H 2.85 -1.06 -5.73
H 2.83 -0.34 -7.39
H 3.64 0.46 -6.08
H -0.41 1.97 -3.08
H 0.92 2.45 -2.01
H 0.33 0.74 -2.03
H 1.46 -1.15 -4.39
C 7.73 2.00 4.57
C 6.27 2.24 4.88
C 6.01 3.73 4.82
C 4.56 4.09 4.94
C 3.88 3.44 3.74
C 4.03 1.95 3.77
N 5.52 1.66 3.73
O 5.62 0.26 3.77
C 3.21 1.21 4.88
C 3.48 1.57 2.37
C 5.93 1.55 6.27
H 8.28 2.50 5.37
H 8.01 2.34 3.59
H 7.91 0.91 4.62
H 6.65 4.24 5.51
H 6.30 3.96 3.77
H 4.43 5.18 4.94
H 4.20 3.78 5.92
H 4.42 3.77 2.84
H 2.82 3.77 3.65
H 2.20 1.10 4.47
H 3.61 0.18 4.92
H 3.29 1.59 5.88
H 2.46 1.92 2.25
H 4.19 1.99 1.62
H 3.50 0.48 2.27
H 5.61 0.50 6.20
H 5.14 2.10 6.80
H 6.83 1.64 6.90
H 6.25 0.08 3.04
C -1.26 3.36 0.34
C -2.34 3.66 1.36
C -2.02 4.85 2.25
C -2.09 6.16 1.54
C -3.49 6.35 1.03
C -3.91 5.18 0.13
N -3.63 3.97 0.85
O -4.11 2.86 0.15
C -5.45 5.35 -0.05
C -3.22 5.28 -1.24
C -2.51 2.49 2.29
H -0.66 2.65 0.92
H -0.64 4.22 0.06
H -1.56 2.81 -0.55
H -2.82 4.75 3.00
H -1.08 4.70 2.77
H -1.36 6.21 0.71
H -1.79 6.98 2.23
H -3.59 7.31 0.51
H -4.15 6.41 1.90
H -5.83 5.16 0.95
H -5.72 6.34 -0.41
H -5.84 4.62 -0.75
H -3.68 6.10 -1.78
H -2.17 5.52 -1.07
H -3.28 4.31 -1.74
H -2.44 1.54 1.76
H -3.49 2.57 2.76
H -1.70 2.47 3.04
H -5.05 2.97 0.01
C -4.39 -4.91 3.41
C -3.91 -4.33 2.07
C -4.05 -2.77 1.94
O -5.44 -2.49 2.06
C -5.70 -1.07 2.15
N -2.50 -4.51 1.75
H -4.09 -4.25 4.23
H -4.02 -5.93 3.62
H -5.48 -5.09 3.41
H -4.51 -4.81 1.30
H -3.64 -2.52 0.93
H -3.48 -2.32 2.75
H -5.30 -0.54 1.28
H -5.22 -0.65 3.03
H -6.78 -0.94 2.20
H -2.21 -5.45 1.96
H -2.00 -3.91 2.36
C 4.85 -4.96 1.80
C 5.14 -3.67 2.64
C 3.92 -2.75 2.51
O 3.60 -2.41 1.15
C 4.57 -1.68 0.41
N 5.48 -3.96 4.07
H 4.43 -4.55 0.88
H 4.13 -5.60 2.31
H 5.75 -5.53 1.54
H 6.02 -3.19 2.25
H 4.06 -1.84 3.12
H 3.07 -3.28 2.94
H 4.04 -1.18 -0.41
H 5.40 -2.29 0.06
H 5.00 -0.87 1.02
H 5.49 -3.12 4.64
H 4.85 -4.64 4.49
*
```

For the relative energy (zero: lowest compared OMol25 entry of this formula, charge and spin), the calculation gives 0.0 kcal/mol. Its LUMO energy is 0.44 eV. Its total energy is -3098.03507 Eh. The value obtained for the orbital gap is 8.47 eV. Its SMILES is CC1(C)CCCC(C)(C)N1O.CC1(C)CCCC(C)(C)N1O.CC1(C)CCCC(C)(C)N1O.CC1(C)CCCC(C)(C)N1O.COC[C@H](C)N.COC[C@H](C)N.CC(C)O.CC(C)O.CC(C)O.

---

Below is a cluster of 11 separate species, C53H131N9O11 in total in a non-equilibrium geometry, with properties calculated with ωB97M-V/def2-TZVPD.

```
! wB97M-V def2-TZVPD RIJCOSX def2/J DEFGRID3
* xyz 0 1
C 14.47 20.29 -13.70
O 15.75 20.33 -13.09
H 14.48 21.00 -14.53
H 14.32 19.31 -14.18
H 13.65 20.46 -13.00
H 15.69 19.83 -12.27
C 16.47 24.20 -11.83
O 17.67 24.93 -12.06
H 16.81 23.17 -11.69
H 15.90 24.50 -10.94
H 15.78 24.30 -12.68
H 17.47 25.60 -12.71
C 9.85 21.21 -11.59
C 8.76 21.98 -12.37
C 7.76 22.69 -11.52
O 6.79 23.25 -12.36
C 5.75 23.91 -11.67
N 9.48 22.89 -13.33
H 9.59 20.14 -11.51
H 9.89 21.64 -10.59
H 10.82 21.13 -12.07
H 8.28 21.19 -12.95
H 8.20 23.42 -10.81
H 7.33 21.94 -10.84
H 5.19 24.48 -12.40
H 6.17 24.55 -10.88
H 5.08 23.20 -11.18
H 8.82 23.63 -13.57
H 9.64 22.29 -14.12
C 15.19 21.64 -9.12
C 13.95 21.20 -9.85
C 13.73 19.71 -9.78
O 14.74 19.11 -10.58
C 14.84 17.71 -10.54
N 12.76 21.89 -9.32
H 16.08 21.02 -9.24
H 15.07 21.63 -8.03
H 15.49 22.66 -9.35
H 14.01 21.40 -10.93
H 12.78 19.43 -10.27
H 13.69 19.31 -8.77
H 14.41 17.28 -9.63
H 15.91 17.48 -10.62
H 14.33 17.25 -11.40
H 12.05 21.85 -10.04
H 12.97 22.88 -9.25
C 16.30 19.52 -0.45
C 17.14 19.61 -1.72
C 16.18 19.82 -2.89
O 16.94 20.15 -4.04
C 16.23 20.04 -5.24
N 18.10 20.70 -1.61
H 15.46 18.85 -0.60
H 16.01 20.52 -0.12
H 16.91 19.06 0.34
H 17.61 18.63 -1.87
H 15.49 20.65 -2.65
H 15.56 18.93 -3.07
H 15.54 20.87 -5.39
H 15.73 19.08 -5.39
H 16.99 20.07 -6.03
H 18.51 20.82 -2.53
H 17.54 21.55 -1.53
C 13.67 23.02 -5.70
C 12.25 23.55 -5.51
C 12.01 24.95 -6.07
O 13.03 25.84 -5.66
C 12.67 27.15 -6.00
N 11.31 22.56 -5.98
H 13.83 22.09 -5.16
H 14.34 23.78 -5.31
H 13.91 23.02 -6.77
H 12.16 23.64 -4.42
H 11.00 25.26 -5.79
H 12.04 24.91 -7.18
H 12.22 27.19 -7.00
H 13.54 27.81 -6.02
H 11.89 27.53 -5.33
H 10.33 22.75 -5.80
H 11.45 22.31 -6.96
C 19.08 18.51 -11.93
C 19.54 19.96 -11.83
C 19.39 20.67 -13.16
O 20.09 21.90 -13.07
C 19.62 22.84 -14.02
N 18.78 20.65 -10.77
H 19.34 18.04 -10.98
H 19.70 17.98 -12.66
H 18.02 18.35 -12.15
H 20.59 19.97 -11.54
H 18.34 20.78 -13.42
H 19.94 20.08 -13.91
H 19.76 22.47 -15.05
H 20.26 23.72 -13.93
H 18.55 23.01 -13.89
H 17.82 20.78 -11.09
H 19.11 21.61 -10.77
C 13.21 25.79 -9.81
C 11.79 25.54 -10.26
C 11.18 26.69 -11.04
O 11.94 26.95 -12.20
C 11.25 27.76 -13.11
N 11.84 24.30 -11.06
H 14.02 25.72 -10.54
H 13.45 25.05 -9.03
H 13.34 26.77 -9.33
H 11.14 25.30 -9.42
H 11.15 27.59 -10.41
H 10.13 26.46 -11.26
H 11.88 27.84 -13.99
H 10.98 28.72 -12.66
H 10.30 27.32 -13.47
H 12.25 24.49 -11.97
H 10.91 24.00 -11.36
C 14.35 9.74 -8.38
C 13.61 11.05 -8.76
C 13.87 12.13 -7.72
C 15.23 12.79 -7.83
C 15.43 13.41 -9.19
C 15.14 12.46 -10.35
N 14.03 11.56 -10.05
O 13.70 10.70 -11.10
C 14.70 13.36 -11.52
C 16.40 11.68 -10.72
C 12.11 10.76 -8.80
H 13.90 8.97 -9.02
H 14.17 9.45 -7.35
H 15.40 9.76 -8.66
H 13.02 12.78 -7.51
H 13.98 11.58 -6.77
H 15.97 12.03 -7.59
H 15.30 13.47 -6.97
H 16.50 13.67 -9.22
H 14.92 14.37 -9.26
H 13.91 14.02 -11.16
H 15.50 13.98 -11.91
H 14.28 12.74 -12.31
H 16.26 10.87 -11.44
H 17.16 12.35 -11.14
H 16.85 11.21 -9.84
H 11.85 9.89 -9.39
H 11.53 11.59 -9.20
H 11.78 10.56 -7.77
H 13.05 11.14 -11.66
C 18.33 22.88 -7.04
C 19.31 24.05 -6.96
C 19.03 24.97 -8.17
C 17.76 25.83 -8.04
C 17.81 26.69 -6.78
C 18.03 25.80 -5.56
N 19.15 24.89 -5.77
O 19.39 24.13 -4.60
C 18.39 26.73 -4.39
C 16.74 25.05 -5.19
C 20.77 23.63 -7.04
H 17.36 23.19 -7.45
H 18.06 22.47 -6.06
H 18.61 22.07 -7.71
H 19.90 25.60 -8.36
H 18.85 24.32 -9.03
H 16.89 25.17 -7.99
H 17.74 26.39 -8.98
H 16.86 27.21 -6.69
H 18.67 27.35 -6.90
H 17.69 27.56 -4.31
H 18.36 26.16 -3.46
H 19.39 27.13 -4.55
H 15.91 25.65 -4.83
H 16.37 24.47 -6.04
H 16.98 24.29 -4.44
H 21.39 24.50 -6.82
H 21.02 23.28 -8.04
H 20.96 22.82 -6.33
H 20.22 24.47 -4.25
C 10.55 15.03 -7.79
C 11.03 15.50 -6.39
C 12.56 15.51 -6.40
C 13.20 16.81 -6.89
C 12.50 18.03 -6.32
C 10.98 18.04 -6.49
N 10.48 16.78 -5.97
O 9.06 16.73 -6.06
C 10.53 19.16 -5.54
C 10.63 18.42 -7.94
C 10.60 14.38 -5.43
H 11.02 14.09 -8.06
H 10.76 15.72 -8.61
H 9.48 14.78 -7.75
H 12.99 15.29 -5.42
H 12.88 14.72 -7.07
H 13.13 16.81 -7.99
H 14.27 16.84 -6.71
H 12.98 18.90 -6.77
H 12.69 18.06 -5.25
H 10.64 18.81 -4.51
H 10.93 20.13 -5.81
H 9.43 19.21 -5.62
H 10.94 19.43 -8.20
H 11.08 17.69 -8.61
H 9.55 18.33 -8.10
H 9.54 14.16 -5.52
H 10.94 14.62 -4.42
H 11.12 13.46 -5.71
H 8.86 16.74 -7.01
*
```

Its LUMO energy is 0.29 eV. Its total energy is -3418.10250 Eh. The value obtained for the orbital gap is 8.30 eV. Its SMILES is CC1(C)CCCC(C)(C)N1O.CC1(C)CCCC(C)(C)N1O.CC1(C)CCCC(C)(C)N1O.COC[C@H](C)N.COC[C@H](C)N.COC[C@H](C)N.COC[C@H](C)N.COC[C@H](C)N.COC[C@H](C)N.CO.CO.